## i
A cluster of 2 separate species, C2H8N2 in total, computed with ωB97M-V/def2-TZVPD.

**Molecular weight**: 60.10 g mol⁻¹
**E_LUMO**: 0.69 eV
**SMILES**: C=NC.N
**E_HOMO**: -9.152 eV

Positions of all 12 atoms, in Å:
C 2.12 -0.45 0.45
N 1.74 0.40 1.35
C 0.26 0.74 1.29
H 1.40 -1.21 0.31
H 3.12 -0.47 -0.15
H 0.13 1.40 0.47
H -0.29 -0.17 1.10
H -0.17 1.01 2.26
N -2.24 -0.41 -1.72
H -2.32 0.46 -1.17
H -1.52 -1.14 -1.45
H -2.24 -0.16 -2.74

=====

## ii
A cluster of 2 separate species, C2H8N2 in total, computed with ωB97M-V/def2-TZVPD.

**Molecular weight**: 60.10 g mol⁻¹
**E_LUMO**: 0.99 eV
**SMILES**: C=N.CN
**E_HOMO**: -8.829 eV

Positions of all 12 atoms, in Å:
C 1.57 3.74 2.14
N 0.38 3.89 2.51
H 2.35 4.17 2.75
H 1.77 3.15 1.23
H -0.38 3.31 2.16
C -0.85 -2.85 -2.12
N -0.87 -2.46 -0.69
H -1.73 -3.44 -2.31
H 0.09 -3.37 -2.29
H -0.79 -1.94 -2.72
H -1.46 -1.66 -0.57
H -0.07 -2.54 -0.09

=====

## iii
A cluster of 2 separate species, C2H8N2 in total, computed with ωB97M-V/def2-TZVPD.

**Molecular weight**: 60.10 g mol⁻¹
**E_LUMO**: 0.92 eV
**SMILES**: C=CN.N
**E_HOMO**: -8.168 eV

Positions of all 12 atoms, in Å:
C -0.57 -1.86 0.69
C 0.41 -1.13 1.27
N 0.84 0.15 0.93
H -0.92 -1.60 -0.31
H -1.03 -2.60 1.32
H 0.80 -1.60 2.17
H 0.62 0.41 -0.02
H 0.52 0.84 1.58
N -0.01 1.78 -1.74
H -0.74 2.33 -1.31
H 0.59 2.24 -2.41
H -0.52 1.03 -2.17

=====

So which one wins? Going from most stable to least: iii, ii, i.

=====

## i
The molecule C2H8N2, computed with ωB97M-V/def2-TZVPD.

**Molecular weight**: 60.10 g mol⁻¹
**E_LUMO**: 1.15 eV
**SMILES**: NCCN
**E_HOMO**: -9.308 eV

Positions of all 12 atoms, in Å:
N 1.76 -0.89 0.06
C 0.43 -0.56 0.63
C -0.62 0.12 -0.40
N -1.82 0.83 0.18
H 2.34 -0.13 -0.32
H 1.81 -1.56 -0.76
H 0.00 -1.54 1.00
H 0.75 0.24 1.26
H -1.11 -0.56 -1.13
H -0.05 0.86 -1.00
H -1.27 1.50 0.75
H -2.23 1.69 -0.27

=====

## ii
A cluster of 2 separate species, C2H8N2 in total, computed with ωB97M-V/def2-TZVPD.

**Molecular weight**: 60.10 g mol⁻¹
**E_LUMO**: 1.05 eV
**SMILES**: [H]/N=C/N.C
**E_HOMO**: -9.354 eV

Positions of all 12 atoms, in Å:
H 0.04 3.32 2.53
N 0.48 2.41 2.54
C -0.23 1.59 3.19
N 0.18 0.28 3.38
H -1.20 1.75 3.67
H 0.84 -0.01 2.67
H -0.50 -0.29 3.84
C -0.25 -3.33 -7.33
H -1.00 -3.34 -8.12
H 0.73 -3.22 -7.75
H -0.56 -2.42 -6.80
H -0.44 -4.13 -6.62

=====

So which one wins? Going from most stable to least: ii, i.

=====

## i
A structure of composition C2H3Cl2N, computed with ωB97M-V/def2-TZVPD.

**Molecular weight**: 111.96 g mol⁻¹
**E_LUMO (alpha / beta)**: -0.93 / -0.77 eV
**E_HOMO (alpha / beta)**: -8.944 / -11.056 eV

Positions of all 8 atoms, in Å:
C 0.24 0.48 0.01
C -0.50 -0.56 0.64
N 1.65 -0.05 -1.12
Cl -0.24 2.10 0.26
Cl -2.04 -0.87 -0.28
H -0.75 -0.33 1.71
H -0.05 -1.48 0.58
H 1.70 0.71 -1.80

=====

## ii
The molecule C2H3Cl2N, computed with ωB97M-V/def2-TZVPD.

**Molecular weight**: 111.96 g mol⁻¹
**E_LUMO**: 0.80 eV
**SMILES**: [H]/N=C/C(Cl)Cl
**E_HOMO**: -10.499 eV

Positions of all 8 atoms, in Å:
H 2.35 0.29 -0.30
N 1.61 0.08 0.26
C 0.50 -0.02 -0.31
C -0.78 -0.02 0.44
Cl -1.62 1.45 -0.10
Cl -1.67 -1.41 -0.10
H 0.26 -0.27 -1.35
H -0.66 -0.10 1.46

=====

## iii
A cluster of 2 separate species, C2H3Cl2N in total, computed with ωB97M-V/def2-TZVPD.

**Molecular weight**: 111.96 g mol⁻¹
**E_LUMO**: -0.16 eV
**SMILES**: N=C=CCl.Cl
**E_HOMO**: -9.741 eV

Positions of all 8 atoms, in Å:
N -0.53 0.90 0.24
C 0.52 0.31 0.38
C 1.40 -0.62 0.50
Cl 2.38 -0.75 -1.04
H -0.61 1.93 0.21
H 1.65 -1.23 1.31
Cl -3.00 -0.57 -1.01
H -1.81 0.03 -0.57

=====

So which one wins? Going from most stable to least: ii, iii, i.

=====

## i
A cluster of 2 separate species, C7H16N3 in total, computed with ωB97M-V/def2-TZVPD.

**Molecular weight**: 142.23 g mol⁻¹
**E_LUMO**: -3.50 eV
**E_HOMO**: -11.328 eV
**Net charge**: +1

Positions of all 26 atoms, in Å:
C 0.15 -1.29 -0.85
C 0.90 -2.59 -1.17
C -0.78 -1.41 0.32
C -2.09 -1.83 0.34
C -1.47 -1.19 2.34
N -0.42 -1.00 1.58
N -2.49 -1.71 1.63
H 0.87 -0.50 -0.61
H -0.45 -0.98 -1.71
H 1.58 -2.38 -2.00
H -2.65 -2.16 -0.52
H -1.51 -0.95 3.39
H -3.42 -1.88 1.97
H 0.20 -3.38 -1.45
H 1.51 -2.94 -0.34
C 0.87 2.40 -0.92
C -0.29 2.40 0.06
N 2.14 2.36 -0.12
H 0.80 1.52 -1.57
H 0.85 3.28 -1.56
H -0.21 3.29 0.69
H -0.22 1.51 0.69
H 2.16 1.55 0.51
H 2.97 2.31 -0.73
H 2.25 3.21 0.43
H -1.27 2.38 -0.40

=====

## ii
A cluster of 2 separate species, C7H16N3 in total, computed with ωB97M-V/def2-TZVPD.

**Molecular weight**: 142.23 g mol⁻¹
**E_LUMO**: -4.19 eV
**E_HOMO**: -12.378 eV
**Net charge**: +1

Positions of all 26 atoms, in Å:
C -2.43 -0.30 0.52
C -3.52 -0.71 -0.34
C -2.13 -0.44 -0.92
C 0.37 2.31 -0.75
C 1.94 -2.15 0.37
C 1.72 0.11 -0.58
C 0.98 1.24 0.05
N -2.08 -0.07 1.69
N 0.91 1.19 1.34
N 2.28 -0.73 0.46
H -3.87 -1.73 -0.28
H -4.31 -0.01 -0.56
H -2.01 0.44 -1.53
H 0.63 2.22 -1.80
H -0.72 2.29 -0.65
H 0.68 3.29 -0.38
H 2.38 -2.66 1.23
H 0.86 -2.25 0.42
H 2.30 -2.63 -0.54
H 2.47 0.52 -1.28
H 1.01 -0.45 -1.20
H -1.09 0.16 1.84
H 1.41 0.37 1.73
H 0.46 1.90 1.91
H -1.55 -1.29 -1.25
H 3.29 -0.63 0.52

=====

So which one wins? Going from most stable to least: i, ii.

=====

## i
A cluster of 2 separate species, CH3Cl2PS in total, computed with ωB97M-V/def2-TZVPD.

**Molecular weight**: 148.98 g mol⁻¹
**E_LUMO**: -1.66 eV
**SMILES**: ClCCl.P=S
**E_HOMO**: -9.014 eV

Positions of all 8 atoms, in Å:
Cl 0.44 -0.13 -2.05
C 1.66 -0.99 -1.18
Cl 1.40 -2.73 -1.21
H 2.63 -0.83 -1.63
H 1.49 -0.63 -0.20
P -2.29 2.33 1.91
S -1.73 0.48 1.76
H -3.60 2.50 2.59

=====

## ii
The molecule CH3Cl2PS, computed with ωB97M-V/def2-TZVPD.

**Molecular weight**: 148.98 g mol⁻¹
**E_LUMO**: -0.29 eV
**SMILES**: CP(=S)(Cl)Cl
**E_HOMO**: -8.855 eV

Positions of all 8 atoms, in Å:
C 0.31 -0.11 -0.20
P 1.67 -0.74 -1.07
S 2.08 -2.78 -0.57
Cl 1.13 -0.41 -2.95
Cl 3.14 0.53 -0.45
H 0.58 0.88 -0.25
H -0.60 -0.52 -0.57
H 0.39 -0.30 0.88

=====

So which one wins? Going from most stable to least: ii, i.

=====

## i
A cluster of 2 separate species, C5H9NO4 in total, computed with ωB97M-V/def2-TZVPD.

**Molecular weight**: 147.13 g mol⁻¹
**E_LUMO**: 0.37 eV
**SMILES**: CO[C@H]1CC(=O)NC1=O.O
**E_HOMO**: -9.933 eV

Positions of all 19 atoms, in Å:
C -1.59 1.95 1.25
O -1.65 0.91 0.30
C -0.48 0.16 0.17
C -0.77 -1.25 -0.34
C 0.31 -1.54 -1.35
O 0.46 -2.55 -2.01
N 0.96 -0.30 -1.64
C 0.48 0.75 -0.88
O 0.79 1.91 -1.03
H -2.62 2.28 1.43
H -1.16 1.58 2.20
H -0.99 2.80 0.89
H 0.08 0.12 1.12
H -0.77 -2.01 0.45
H -1.74 -1.27 -0.85
H 1.55 -0.17 -2.45
O 2.44 -1.46 0.72
H 2.62 -0.53 0.41
H 2.10 -1.38 1.62

=====

## ii
A structure of composition C5H9NO4, computed with ωB97M-V/def2-TZVPD.

**Molecular weight**: 147.13 g mol⁻¹
**E_LUMO**: 0.55 eV
**E_HOMO**: -9.498 eV

Positions of all 19 atoms, in Å:
O 2.50 -0.81 -0.11
C 1.33 -0.56 0.65
C 1.15 0.92 0.98
N 0.61 1.48 -0.26
C -0.30 0.51 -0.83
C 0.14 -0.87 -0.26
O -1.04 -1.16 0.50
C -1.70 0.45 -0.20
O -2.28 1.24 0.49
H 3.27 -0.68 0.45
H 1.29 -1.19 1.55
H 0.47 1.01 1.84
H 2.10 1.41 1.25
H 0.19 2.39 -0.14
H -0.37 0.56 -1.92
H 0.36 -1.64 -1.00
O -2.95 -0.68 -0.92
H -2.11 -1.55 -0.24
H -2.67 -0.82 -1.83

=====

So which one wins? Going from most stable to least: i, ii.